# 1
14
Properties=species:S:1:pos:R:3:forces:R:3 method="wB97M-V/def2-TZVPD" homo_ev=-7.84 orbital_gap_ev=8.103 charge=0 de_lowest_kcal_mol=135.2 e_tot_ev=-7252.0115
C -1.710506 -1.285091 0.138369 0.723 -2.679 3.882
C 1.921496 -0.336909 -0.389712 0.244 1.138 -1.361
C -1.416792 -0.068970 -0.149249 -0.030 1.544 -1.518
C 1.214341 -0.323440 0.720388 -1.991 1.102 -1.784
N -0.270924 1.959819 0.066676 -1.267 -1.900 -4.839
N -0.637997 0.774667 0.625311 3.757 -0.581 1.518
H -2.236089 -2.011726 -0.428291 -0.540 -0.009 -0.555
H -1.348215 -1.593154 1.155732 -0.266 -0.310 -1.072
H 2.735880 -1.073776 -0.528172 -0.354 0.541 0.242
H 1.832643 0.389181 -1.301928 -0.250 -1.250 1.781
H -1.886221 0.218109 -1.052059 0.151 1.467 -1.166
H 1.371358 -1.037624 1.487083 -0.389 -0.349 0.977
H 0.151788 1.830838 -0.936123 -0.886 0.528 2.280
H 0.279242 2.558070 0.591969 1.098 0.759 1.614

# 2
20
Properties=species:S:1:pos:R:3:forces:R:3 method="wB97M-V/def2-TZVPD" homo_ev=-8.29 orbital_gap_ev=9.398 charge=0 de_lowest_kcal_mol=56.8 smiles=CNCCNCN e_tot_ev=-8826.9485
C 1.719930 -2.453933 -0.603503 -1.057 -2.194 0.609
N 0.305845 -1.935867 -0.480517 2.834 1.416 1.392
C -0.152511 -0.788325 -1.237049 0.581 -0.336 0.096
C 0.355889 0.466086 -0.487689 1.166 0.360 -1.733
N -0.530151 0.867589 0.550407 -2.100 0.101 0.223
C -0.907685 2.279542 0.782297 0.864 -0.385 0.165
N -1.855158 2.471169 1.928354 4.208 0.071 -0.430
H 1.889580 -3.041288 0.389418 0.276 1.436 -1.541
H 1.742503 -3.325792 -1.361231 0.207 1.515 0.583
H 2.511239 -1.729446 -0.842331 -0.451 -0.166 0.311
H -0.178144 -2.735625 -0.643728 -2.416 -2.309 -0.540
H -1.194752 -0.688980 -1.111878 -1.447 -0.424 -0.051
H 0.047553 -1.016209 -2.280872 0.382 1.112 -0.579
H 1.227036 0.020577 -0.046917 1.026 0.579 0.376
H 0.678860 1.323365 -1.145095 -0.435 -0.773 0.473
H -0.200066 0.517878 1.413075 0.212 -0.508 0.911
H 0.114991 2.745475 0.851713 -1.168 0.726 0.923
H -1.317578 2.708440 -0.116018 -0.512 -0.012 -0.349
H -2.807402 2.357526 1.706247 -0.874 -0.719 -0.097
H -1.449979 1.957819 2.735317 -1.296 0.510 -0.743

# 3
8
Properties=species:S:1:pos:R:3:forces:R:3 method="wB97M-V/def2-TZVPD" homo_ev="-9.50 / -9.49" orbital_gap_ev="8.476 / 8.455" charge=0 de_lowest_kcal_mol=115.7 e_tot_ev=-17620.3911
C -0.197193 -1.064910 0.246349 -0.749 -0.789 0.763
C 0.969567 -0.240630 0.161860 1.568 3.715 -1.405
N -1.130776 -1.744368 0.257420 0.674 0.480 -0.003
N -1.180394 1.741630 -0.130464 1.695 1.600 0.921
Cl -2.375916 1.009649 -0.693688 -2.215 -1.126 -1.038
H 1.781845 -0.221383 0.927720 -0.976 -0.947 -0.397
H 0.733927 0.938870 0.085852 -0.054 -2.840 0.275
H 1.398940 -0.418857 -0.855047 0.056 -0.093 0.884

# 4
64
Properties=species:S:1:pos:R:3:forces:R:3 method="wB97M-V/def2-TZVPD" homo_ev="-10.07 / -10.57" orbital_gap_ev="7.278 / 6.555" charge=+1 multiplicity=2 e_tot_ev=-140218.0690
Fe 0.122733 0.323000 0.371750 0.445 1.370 1.076
C -0.125767 0.363200 5.033850 0.301 0.094 0.076
C -0.410967 0.458600 3.666350 -0.202 -0.004 0.131
N 0.521433 0.510200 2.743450 -0.428 -0.315 -1.442
C 1.812433 0.457100 3.111950 0.219 -0.052 0.576
C 2.205733 0.366900 4.468150 -0.406 0.114 -0.495
C 1.187633 0.321600 5.435650 -0.228 -0.001 -0.229
C 3.589733 0.338700 4.809350 0.362 0.018 -0.198
C 4.542933 0.388500 3.848950 -0.216 -0.052 0.444
C 4.187433 0.461700 2.470950 -0.467 -0.016 -0.380
C 5.145033 0.486100 1.443250 -0.191 -0.031 -0.181
C 4.733133 0.531100 0.134350 0.048 -0.008 0.220
C 3.362033 0.552100 -0.138850 0.069 0.062 -0.179
N 2.448533 0.524100 0.804950 -1.611 -0.217 -0.612
C 2.825233 0.484300 2.094150 0.538 0.001 0.161
H -0.925367 0.344700 5.757750 -0.090 -0.047 -0.013
H -1.432867 0.481200 3.313050 -0.052 0.018 0.023
H 1.446833 0.250500 6.482050 0.026 0.009 0.084
H 3.852233 0.283700 5.855850 0.079 -0.025 0.057
H 5.590233 0.356100 4.107350 0.107 0.037 0.049
H 6.195033 0.457500 1.692650 0.112 0.012 0.031
H 5.444233 0.536400 -0.675050 0.047 0.044 -0.098
H 2.995533 0.600400 -1.156750 0.010 -0.056 -0.040
Cl 0.121733 6.431200 -3.133150 -0.009 -0.030 0.051
C 0.086033 4.766000 -2.737950 -0.025 0.205 1.018
C 0.085833 3.808400 -3.774150 0.005 -0.854 -0.221
Cl 0.097333 4.331700 -5.402250 -0.006 -0.029 0.038
C 0.080533 2.453500 -3.476950 0.006 0.445 -0.477
Cl 0.065033 1.295900 -4.744750 0.018 -0.248 0.020
C 0.089333 1.993700 -2.142850 0.000 0.010 0.732
O 0.131133 0.767700 -1.809450 -0.058 -0.660 0.842
C 0.035733 2.992200 -1.058150 -0.010 -0.716 0.068
O -0.022067 2.569300 0.133850 0.117 -1.142 0.032
C 0.052533 4.363500 -1.412350 0.022 0.684 -0.388
Cl 0.038633 5.513600 -0.138350 -0.014 -0.057 0.026
N -5.399967 0.318600 1.731150 -1.126 -0.435 0.711
N -4.274667 0.345500 0.996050 1.446 0.192 -0.715
N -4.298567 0.595800 -0.286550 -0.459 0.069 -0.410
C -3.029967 0.442500 -0.626550 -0.091 0.080 0.136
N -2.282067 0.120300 0.429850 1.219 0.393 -0.528
N -3.092467 0.059500 1.456950 -0.264 -0.137 1.075
H -6.151967 0.813600 1.268050 0.232 0.049 -0.011
H -5.267967 0.560700 2.704950 0.248 0.118 -0.220
H -2.665567 0.568100 -1.622450 0.187 0.009 -0.280
C -2.118767 -1.946600 -5.177650 -0.074 0.084 -0.103
C -1.814867 -2.172100 -3.732750 0.009 -0.033 0.095
C -0.504167 -2.130700 -3.269350 -0.099 -0.059 0.110
C -0.222667 -2.330700 -1.932150 0.117 -0.151 0.112
C -1.249967 -2.635800 -1.054150 -0.097 -0.187 0.401
C -2.564167 -2.671100 -1.491650 0.033 -0.074 0.121
C -2.841267 -2.418500 -2.823150 0.097 -0.044 -0.060
S -0.850167 -2.902500 0.692550 -0.078 -0.828 -1.364
C 0.106133 -4.460000 0.504950 -0.302 0.537 0.258
O 0.217133 -1.877700 0.946950 0.788 1.627 0.063
H -1.233367 -2.077100 -5.792550 0.068 -0.030 -0.066
H -2.481667 -0.932000 -5.334550 -0.037 0.110 -0.036
H -2.891267 -2.628000 -5.524850 -0.047 -0.056 -0.060
H 0.303233 -1.953700 -3.961950 0.090 0.132 -0.079
H 0.793333 -2.257600 -1.568850 0.087 -0.014 0.001
H -3.363067 -2.895600 -0.801150 -0.127 -0.008 0.113
H -3.864167 -2.427300 -3.169850 -0.116 -0.051 -0.022
H 0.801433 -4.382900 -0.322950 -0.005 0.168 -0.128
H -0.586567 -5.279400 0.351850 -0.177 -0.074 -0.062
H 0.653133 -4.609700 1.431150 -0.040 0.049 0.144

# 5
67
Properties=species:S:1:pos:R:3:forces:R:3 method="wB97M-V/def2-TZVPD" homo_ev="-16.09 / -16.58" orbital_gap_ev="7.497 / 4.664" charge=+3 multiplicity=4 de_lowest_kcal_mol=35.3 e_tot_ev=-59510.7144
Au -1.126372 1.934917 -1.378960 0.686 -0.624 -0.288
C 1.116004 5.505896 -1.546150 0.030 0.035 -0.075
C 0.345982 4.509714 -2.132955 0.000 -0.139 0.078
N -0.082304 3.668986 -1.190284 -0.063 0.266 0.056
N 0.378054 4.101171 0.019848 -0.201 -0.051 -0.074
C 1.123863 5.205878 -0.205047 0.093 0.025 0.111
B 0.121845 3.289970 1.315669 0.554 0.039 -0.129
N -1.477423 3.087712 1.517134 -0.298 0.010 -0.185
C -2.136561 3.092466 2.631614 -0.273 0.093 0.131
C -3.556632 2.885760 2.311155 0.024 0.023 0.732
C -3.597379 2.758479 0.925426 1.087 0.341 -0.325
N -2.368259 2.922753 0.445986 -1.074 -0.137 0.095
N 0.757099 1.870642 1.095534 -0.172 -0.033 0.073
C 1.698826 1.157297 1.849006 0.070 0.102 0.083
C 1.935599 -0.031740 1.297350 -0.086 -0.171 -0.128
C 1.120870 -0.123819 0.039700 0.017 -0.128 -0.016
N 0.389860 1.145639 0.037914 0.008 0.118 -0.013
N 0.611883 3.913201 2.578134 0.218 0.002 -0.347
C 0.864500 5.201989 2.982929 -0.297 -0.152 -0.385
C 1.099483 5.183203 4.318132 0.079 -0.102 0.355
C 0.950602 3.831403 4.684338 0.110 -0.470 0.153
N 0.667012 3.052989 3.647437 -0.100 0.896 0.438
H 1.609505 6.329408 -2.034745 -0.017 -0.050 0.024
H 0.097314 4.350766 -3.171551 -0.015 0.012 0.060
H 1.655823 5.702791 0.586929 -0.063 -0.054 -0.020
H -1.641229 3.242110 3.586388 -0.134 -0.070 -0.077
H -4.382897 2.872723 3.011084 0.141 0.017 -0.017
H -4.441556 2.637733 0.263436 0.036 -0.011 0.049
H 2.120302 1.590484 2.740491 -0.098 0.018 -0.083
H 2.628884 -0.783222 1.643684 -0.023 0.087 -0.025
H 1.759131 -0.163979 -0.852080 0.017 0.030 -0.073
H 0.819730 6.055292 2.326910 -0.012 -0.123 -0.023
H 1.373238 6.015921 4.944692 -0.096 -0.043 0.004
H 1.054092 3.393497 5.667841 0.015 0.024 -0.085
C -4.325282 -1.185106 -2.056617 -0.075 0.028 -0.077
S -2.761011 -0.949195 -1.248552 0.094 0.207 0.063
O -2.149772 0.242892 -2.031360 -0.156 -0.117 0.044
C -1.892513 -2.395943 -1.817711 0.114 0.014 0.136
C -1.689909 -2.616497 -3.111151 0.078 -0.214 -0.222
C -0.809927 -3.706727 -3.563911 -0.144 0.138 -0.091
C -0.104807 -4.453347 -2.718117 0.071 -0.042 0.157
C -0.197567 -4.274525 -1.234336 -0.028 0.074 -0.119
C -1.170059 -3.171781 -0.749310 0.046 0.077 0.046
H -4.175486 -1.189515 -3.135944 -0.057 -0.012 0.037
H -4.972964 -0.363218 -1.757800 -0.012 -0.004 -0.040
H -4.738502 -2.133510 -1.710111 -0.003 0.034 -0.020
H -2.161389 -1.995720 -3.866115 0.077 -0.016 0.029
H -0.757133 -3.901193 -4.628037 -0.024 -0.003 0.035
H 0.492483 -5.278838 -3.087458 -0.009 0.053 0.011
H -0.323628 -5.235713 -0.744548 0.041 -0.022 0.085
H -1.820689 -3.479414 0.070479 -0.002 -0.035 -0.032
N 0.146043 -1.177568 -0.066017 -0.318 0.347 0.042
C 0.031396 -2.368670 -0.297824 0.233 -0.292 -0.065
N 1.001916 -3.525273 -0.555193 -0.048 0.076 -0.088
C 1.441725 -4.179024 0.735774 -0.033 -0.010 -0.006
C 2.351269 -5.351150 0.428545 0.065 -0.006 -0.124
O 3.475584 -4.911396 -0.297533 -0.061 0.052 -0.030
C 3.109287 -4.388960 -1.554140 -0.002 -0.072 0.138
C 2.202564 -3.179909 -1.388148 -0.001 -0.014 0.052
H 0.553579 -4.482591 1.289684 -0.043 0.026 -0.019
H 1.984192 -3.426059 1.306653 -0.018 0.057 -0.029
H 1.812703 -6.135989 -0.119289 0.021 -0.016 0.000
H 2.704773 -5.774366 1.364839 0.033 -0.053 0.034
H 2.634479 -5.157962 -2.173015 -0.009 -0.035 0.006
H 4.020210 -4.067436 -2.050701 0.070 -0.023 -0.061
H 1.859752 -2.791897 -2.346358 -0.030 0.001 0.004
H 2.739810 -2.402436 -0.843696 -0.037 0.021 0.027

# 6
18
Properties=species:S:1:pos:R:3:forces:R:3 method="wB97M-V/def2-TZVPD" homo_ev=-7.82 orbital_gap_ev=8.861 charge=0 de_lowest_kcal_mol=65.7 smiles="C=C(/C=C/C)NC" e_tot_ev=-7887.6845
C -1.015696 2.055196 -0.870028 3.734 -4.780 -1.767
C -0.719251 0.961904 -0.064271 -0.310 0.202 -1.461
C 0.037647 -0.218633 -0.536927 1.841 1.861 1.290
C 1.337230 -0.019498 -0.831916 -0.229 -1.598 -1.598
C 2.147085 -1.275181 -1.120249 -0.376 -1.221 -1.184
N -1.080280 0.822551 1.299094 -0.792 0.171 -0.744
C -1.261000 -0.579002 1.863938 -0.884 0.789 0.243
H -0.500241 2.064791 -1.978780 -1.869 0.284 3.153
H -1.633029 2.709002 -0.411656 -1.731 2.885 0.611
H -0.257862 -1.175096 -0.118956 -0.114 -0.114 -0.841
H 1.767227 0.969378 -1.044016 -0.315 -0.408 0.356
H 2.587307 -1.460791 -2.136838 -0.424 1.125 0.456
H 1.430728 -2.150352 -1.111115 0.907 0.751 0.694
H 3.014179 -1.417255 -0.484092 -0.119 -0.102 0.524
H -1.856055 1.506772 1.380778 0.410 -1.170 1.046
H -1.922503 -1.205094 1.193346 0.845 0.432 0.741
H -0.296448 -1.094904 2.125331 -0.799 0.721 -0.760
H -1.779032 -0.493781 2.846359 0.224 0.171 -0.757